No. 1
DFT (the ωB97M-V functional and the def2-TZVPD basis) results for C31H49BiClP2 as an isolated structure.

Last column: Mulliken charge in e.
CARTESIAN COORDINATES (ANGSTROEM)
Bi (-1.910, -3.750, -0.447)  0.75
C (-0.459, 2.436, -1.251)  0.50
C (-1.523, 1.956, -0.440)  0.62
C (0.020, 2.957, 0.936)  0.96
C (0.494, 3.057, -0.399)  0.19
C (-1.235, 2.293, 0.906)  0.26
C (-0.353, 2.343, -2.722)  -1.57
H (-1.079, 1.626, -3.123)  0.37
H (0.654, 2.023, -3.025)  0.39
H (-0.544, 3.316, -3.201)  0.33
C (1.765, 3.685, -0.814)  -1.36
H (1.742, 3.928, -1.882)  0.43
H (2.626, 3.022, -0.638)  0.19
H (1.943, 4.610, -0.249)  0.41
C (0.733, 3.430, 2.140)  -1.48
H (1.356, 4.302, 1.905)  0.35
H (1.398, 2.651, 2.550)  0.18
H (0.023, 3.709, 2.929)  0.45
C (-2.114, 2.047, 2.070)  -1.45
H (-2.814, 2.881, 2.229)  0.28
H (-1.525, 1.933, 2.987)  0.43
H (-2.713, 1.142, 1.921)  0.35
C (-2.739, 1.259, -0.911)  -1.44
H (-3.573, 1.960, -1.071)  0.27
H (-3.072, 0.515, -0.175)  0.29
H (-2.553, 0.744, -1.861)  0.17
C (-0.621, -4.357, -2.113)  0.26
C (-1.241, -3.904, -3.406)  0.29
C (-2.424, -2.971, -3.347)  -1.29
C (-3.713, -3.765, -2.966)  -0.95
C (-3.721, -4.315, -1.544)  -0.38
C (-3.010, -5.518, -1.099)  -0.42
C (-2.151, -6.378, -2.017)  -0.82
C (-0.676, -5.906, -2.029)  -0.82
H (-2.591, -2.521, -4.339)  0.54
H (-3.875, -4.572, -3.704)  0.28
H (-2.254, -2.132, -2.650)  0.33
H (-0.142, -6.352, -2.883)  0.39
H (0.387, -3.951, -1.926)  0.23
H (-1.536, -4.791, -3.986)  -0.23
H (-0.164, -6.266, -1.119)  0.28
H (-2.180, -7.412, -1.642)  0.45
H (-3.467, -6.062, -0.262)  0.59
H (-2.568, -6.415, -3.041)  0.30
H (-4.568, -3.076, -3.064)  0.54
H (-4.637, -4.078, -0.984)  0.55
P (0.013, -3.353, -5.045)  0.14
P (0.179, -3.413, 4.084)  0.33
C (-0.273, -4.309, 1.383)  -0.59
C (-0.657, -4.582, 2.815)  -0.75
H (0.375, -3.426, 1.265)  0.20
H (0.193, -5.191, 0.920)  0.25
H (-1.745, -4.497, 2.976)  0.38
H (-0.340, -5.600, 3.112)  0.48
C (0.960, -4.625, 5.216)  -1.19
H (1.689, -4.060, 5.817)  0.37
H (1.494, -5.387, 4.634)  0.36
H (0.215, -5.086, 5.878)  0.37
C (-1.317, -3.003, 5.069)  -1.08
H (-1.490, -3.749, 5.854)  0.31
H (-2.188, -2.928, 4.407)  0.33
H (-1.134, -2.021, 5.525)  0.35
C (0.857, -4.961, -5.286)  -1.02
H (1.439, -4.877, -6.213)  0.42
H (0.151, -5.797, -5.365)  0.30
H (1.548, -5.131, -4.452)  0.27
C (-1.173, -3.488, -6.437)  -1.11
H (-1.817, -2.601, -6.441)  0.33
H (-1.787, -4.395, -6.381)  0.34
H (-0.587, -3.495, -7.367)  0.41
Cl (3.304, -3.669, 0.713)  -0.23
C (3.479, -2.019, 1.116)  0.71
C (4.439, -1.626, 2.037)  -0.64
C (4.569, -0.273, 2.391)  -0.55
C (3.729, 0.687, 1.807)  -0.38
C (2.762, 0.308, 0.891)  0.05
C (2.589, -1.064, 0.490)  0.37
C (1.610, -1.417, -0.425)  -1.45
H (5.089, -2.375, 2.481)  0.42
H (5.326, 0.026, 3.117)  0.38
H (3.841, 1.741, 2.071)  0.42
H (2.105, 1.057, 0.435)  0.08
H (0.914, -0.649, -0.758)  0.31
H (1.603, -2.383, -0.919)  0.36

Its net charge is +1. The energy above the lowest of the compared OMol25 structures with the same formula, charge and spin comes out at 77.0 kcal per mole. The spin multiplicity is 1. As for the HOMO energy (alpha / beta): -9.001 / -8.905 eV. For the frontier orbital gap (alpha / beta), the calculation gives 4.33 / 4.23 eV. The value obtained for the LUMO energy (alpha / beta) is -4.675 / -4.676 eV.

No. 2
DFT (the ωB97M-V functional and the def2-TZVPD basis) results for C31H49BrN2OP2Pd as an isolated structure.

Last column: Mulliken charge in e.
CARTESIAN COORDINATES (ANGSTROEM)
C (-0.513, 6.914, -6.051)  -0.32
C (-0.727, 5.533, -6.329)  0.52
C (-0.996, 5.286, -7.710)  -0.51
C (-1.164, 6.338, -8.625)  -0.29
N (-1.025, 7.603, -8.272)  -0.54
C (-0.699, 7.901, -7.036)  -0.31
C (-0.719, 4.437, -5.344)  0.11
C (-0.654, 3.596, -4.442)  -0.64
C (-0.606, 2.771, -3.258)  0.59
C (0.444, 2.867, -2.321)  -0.92
C (0.411, 2.083, -1.148)  0.03
C (-0.715, 1.332, -0.903)  0.35
C (-1.733, 1.099, -1.931)  -0.28
C (-1.762, 1.920, -3.044)  -1.33
Pd (-0.440, 0.779, -4.133)  -0.08
P (1.792, -1.022, -1.310)  1.38
H (-1.117, 4.279, -8.132)  0.35
H (-0.222, 7.301, -5.076)  0.38
H (-1.423, 6.184, -9.676)  0.37
H (-0.595, 8.968, -6.850)  0.39
H (-2.692, 2.056, -3.642)  0.63
H (1.176, 3.708, -2.314)  0.48
H (-2.661, 0.725, -1.534)  0.61
H (1.220, 2.179, -0.396)  0.63
C (2.363, -2.651, -0.541)  -1.19
C (3.354, -3.613, -1.280)  -1.07
H (1.419, -3.229, -0.257)  0.51
H (2.850, -2.391, 0.453)  0.50
H (3.450, -4.460, -0.557)  0.40
H (2.904, -3.968, -2.241)  0.24
H (4.358, -3.127, -1.408)  0.23
C (2.105, -1.251, -3.102)  0.47
C (3.231, -0.373, -3.731)  -1.53
H (1.208, -1.051, -3.736)  -0.52
H (2.341, -2.318, -3.222)  0.31
H (3.064, -0.516, -4.817)  0.45
H (3.096, 0.711, -3.511)  0.29
H (4.300, -0.644, -3.546)  0.30
C (3.087, 0.129, -0.784)  -0.49
C (4.493, -0.458, -0.785)  -1.39
H (2.856, 0.456, 0.241)  0.34
H (3.035, 1.009, -1.433)  0.41
H (5.153, 0.381, -0.537)  0.46
H (4.630, -1.226, -0.021)  0.32
H (4.817, -0.844, -1.753)  0.19
Br (-0.154, -1.016, -0.331)  -0.23
P (-2.252, -2.764, -3.660)  0.20
C (-0.648, -3.577, -3.634)  0.34
C (-0.340, -4.994, -4.146)  -1.42
H (-0.232, -3.466, -2.670)  0.01
H (-0.010, -2.990, -4.291)  0.18
H (0.732, -4.937, -4.321)  0.41
H (-0.446, -5.681, -3.314)  0.39
H (-0.882, -5.301, -5.041)  0.40
C (-3.137, -2.592, -1.954)  0.08
C (-4.440, -3.438, -2.094)  -1.34
H (-3.458, -1.537, -1.675)  0.01
H (-2.551, -3.039, -1.107)  0.36
H (-4.840, -3.699, -1.112)  0.40
H (-5.234, -2.905, -2.633)  0.35
H (-4.199, -4.374, -2.600)  0.41
C (-2.717, -1.384, -4.780)  0.50
C (-2.935, -1.702, -6.304)  -1.38
H (-1.805, -0.666, -4.936)  -0.37
H (-3.544, -0.733, -4.377)  0.44
H (-3.281, -0.757, -6.729)  0.43
H (-2.013, -1.925, -6.869)  0.33
H (-3.703, -2.456, -6.513)  0.39
O (-1.678, 1.250, 0.537)  -0.54
C (-1.572, 1.184, 1.834)  0.22
C (-0.249, 1.148, 2.600)  0.29
C (0.011, 2.508, 3.271)  -0.64
C (-0.686, 2.658, 4.620)  -0.80
C (-2.236, 2.646, 4.521)  -0.56
C (-2.825, 1.316, 4.074)  -0.78
N (-2.672, 1.042, 2.598)  -0.15
H (-0.316, 0.337, 3.353)  0.56
H (0.564, 0.835, 1.931)  -0.45
H (1.095, 2.633, 3.434)  0.42
H (-0.321, 3.311, 2.579)  0.33
H (-0.383, 1.890, 5.346)  0.32
H (-0.388, 3.627, 5.064)  0.35
H (-2.643, 2.874, 5.529)  0.36
H (-2.584, 3.476, 3.884)  0.31
H (-2.361, 0.520, 4.690)  0.27
H (-3.914, 1.300, 4.279)  0.45
H (-3.566, 0.895, 2.133)  0.36

Its net charge is +2. The spin multiplicity is 3. As for the HOMO energy (alpha / beta): -10.484 / -12.275 eV. For the frontier orbital gap (alpha / beta), the calculation gives 5.22 / 4.58 eV. The value obtained for the LUMO energy (alpha / beta) is -5.262 / -7.691 eV.